Molecular formula: C32H80F4K3N2O24S4
Method: DFT, the ωB97M-V functional and the def2-TZVPD basis

Element x y z (Å)
1 K -1.355 2.750 1.294
2 K -0.676 -0.768 2.715
3 K 4.565 2.469 -0.671
4 N 5.188 1.328 -2.952
5 S 4.199 0.153 -3.587
6 O 4.924 -0.919 -4.278
7 O 2.779 0.454 -3.895
8 F 3.852 -0.461 -2.164
9 S 4.943 2.284 -4.100
10 O 4.007 3.370 -3.702
11 O 4.924 1.831 -5.499
12 F 6.306 3.082 -3.934
13 N -0.235 0.354 0.325
14 S 1.502 0.538 0.378
15 O 2.128 1.333 -0.657
16 O 2.183 -0.577 0.993
17 F 1.525 1.513 1.687
18 S -0.377 -0.342 -1.017
19 O 0.616 -1.336 -1.436
20 O -1.110 0.368 -2.077
21 F -1.542 -1.309 -0.404
22 C -6.712 -4.303 -3.712
23 O -5.473 -4.938 -3.676
24 C -4.643 -4.601 -2.622
25 C -3.943 -3.227 -2.397
26 O -4.859 -2.140 -2.333
27 C -4.467 -0.820 -2.569
28 H -7.365 -4.731 -2.952
29 H -7.216 -4.468 -4.664
30 H -6.601 -3.220 -3.765
31 H -3.897 -5.396 -2.632
32 H -5.049 -4.734 -1.619
33 H -3.448 -2.950 -3.328
34 H -3.284 -3.238 -1.529
35 H -3.556 -0.555 -2.031
36 H -5.295 -0.152 -2.329
37 H -4.190 -0.760 -3.621
38 C -0.995 -4.736 2.998
39 O -1.543 -3.607 2.417
40 C -2.938 -3.508 2.107
41 C -3.564 -2.987 3.423
42 O -3.759 -3.850 4.533
43 C -4.493 -3.370 5.645
44 H 0.087 -4.674 2.888
45 H -1.278 -5.691 2.555
46 H -1.124 -4.743 4.081
47 H -3.309 -4.493 1.822
48 H -3.103 -2.828 1.271
49 H -4.444 -2.354 3.312
50 H -2.986 -2.130 3.766
51 H -5.555 -3.485 5.426
52 H -4.120 -2.358 5.802
53 H -4.165 -3.797 6.592
54 C -4.065 5.468 0.773
55 O -2.802 4.926 0.321
56 C -2.081 5.881 -0.447
57 C -0.544 5.514 -0.618
58 O -0.586 4.401 -1.500
59 C 0.629 4.030 -2.117
60 H -4.678 6.048 0.083
61 H -4.043 6.122 1.645
62 H -4.747 4.663 1.049
63 H -1.934 6.795 0.127
64 H -2.468 6.094 -1.444
65 H -0.004 5.359 0.316
66 H -0.134 6.263 -1.296
67 H 1.008 4.629 -2.945
68 H 0.493 2.995 -2.430
69 H 1.367 3.991 -1.316
70 C 1.091 -2.365 -4.982
71 O 0.781 -3.782 -5.138
72 C -0.151 -4.402 -4.255
73 C 0.439 -4.528 -2.810
74 O -0.612 -4.582 -1.720
75 C -0.190 -4.486 -0.391
76 H 1.582 -2.085 -4.050
77 H 0.096 -1.920 -4.998
78 H 1.711 -2.019 -5.809
79 H -0.435 -5.410 -4.560
80 H -1.071 -3.820 -4.197
81 H 1.167 -3.776 -2.507
82 H 1.057 -5.426 -2.844
83 H 0.320 -3.545 -0.180
84 H 0.373 -5.354 -0.048
85 H -1.149 -4.543 0.124
86 C 2.960 6.964 4.815
87 O 2.954 6.430 3.513
88 C 2.304 5.126 3.269
89 C 3.324 4.160 2.625
90 O 3.476 4.293 1.216
91 C 4.407 5.299 0.762
92 H 1.982 7.348 5.107
93 H 3.684 7.770 4.690
94 H 3.360 6.267 5.550
95 H 1.460 5.191 2.582
96 H 2.044 4.652 4.216
97 H 3.010 3.157 2.914
98 H 4.214 4.287 3.242
99 H 5.438 5.105 1.057
100 H 4.219 6.285 1.187
101 H 4.473 5.436 -0.317
102 C -1.649 -0.998 6.524
103 O -0.565 -1.145 5.645
104 C 0.689 -1.541 6.193
105 C 1.828 -0.569 5.888
106 O 1.859 -0.165 4.548
107 C 2.898 0.700 4.224
108 H -2.596 -0.566 6.202
109 H -1.485 -0.435 7.443
110 H -1.997 -1.956 6.911
111 H 1.030 -2.539 5.913
112 H 0.625 -1.731 7.264
113 H 2.820 -0.874 6.223
114 H 1.728 0.290 6.552
115 H 3.752 0.646 4.898
116 H 2.528 1.702 4.442
117 H 3.285 0.559 3.214
118 C -4.764 1.796 -5.937
119 O -3.571 2.602 -5.779
120 C -2.793 2.303 -4.582
121 C -3.292 2.841 -3.224
122 O -4.605 2.475 -2.962
123 C -4.986 2.466 -1.645
124 H -4.662 0.735 -5.710
125 H -5.073 1.829 -6.982
126 H -5.505 2.314 -5.327
127 H -1.949 2.917 -4.899
128 H -2.561 1.246 -4.456
129 H -3.286 3.929 -3.291
130 H -2.525 2.421 -2.573
131 H -4.440 1.710 -1.081
132 H -6.025 2.141 -1.692
133 H -4.881 3.365 -1.038
134 C 3.439 -3.181 -0.350
135 O 4.541 -4.049 -0.521
136 C 5.876 -3.418 -0.640
137 C 6.140 -2.266 0.439
138 O 7.401 -1.653 0.157
139 C 8.530 -2.328 0.683
140 H 3.427 -2.695 0.626
141 H 2.463 -3.661 -0.272
142 H 3.299 -2.501 -1.191
143 H 5.782 -2.839 -1.559
144 H 6.632 -4.196 -0.540
145 H 5.974 -2.679 1.434
146 H 5.390 -1.478 0.371
147 H 8.777 -3.032 -0.112
148 H 8.273 -2.919 1.562
149 H 9.436 -1.749 0.859

As for the HOMO energy: -10.5 eV. Its total charge is +1. The calculation puts the strongest force on any atom at 9.5 eV Å⁻¹. The value obtained for the molar mass is 1198.5 g/mol.

These are the Mulliken partial charges, in e, on atoms 1 to 4: number 1, K, carries 0.926; number 2, K, carries 0.605; number 3, K, carries 0.918; number 4, N, carries -0.208


Molecular formula: FH10LiO5
Method: DFT, the ωB97M-V functional and the def2-TZVPD basis

Element x y z (Å)
1 Li 2.142 -6.055 -16.700
2 F 2.621 -7.102 -15.080
3 O 5.147 -7.121 -14.867
4 H 4.193 -7.061 -14.933
5 H 5.354 -6.233 -14.629
6 O 2.506 -5.270 -13.268
7 H 3.364 -4.854 -13.275
8 H 2.573 -5.913 -14.019
9 O 3.755 -8.604 -17.505
10 H 4.191 -9.370 -17.660
11 H 4.170 -8.267 -16.731
12 O 2.754 -9.599 -14.545
13 H 2.717 -8.648 -14.833
14 H 3.017 -9.310 -13.659
15 O 0.367 -7.339 -13.703
16 H -0.182 -7.799 -14.357
17 H 1.254 -7.318 -14.108

As for the HOMO energy: -10.2 eV. Its total charge is 0. The calculation puts the strongest force on any atom at 4.4 eV Å⁻¹. The value obtained for the molar mass is 116.0 g/mol. For the energy above the lowest of the compared OMol25 structures with the same formula, charge and spin, the calculation gives 0.00 kJ/mol.

These are the Mulliken partial charges, in e, on atoms 1 to 4: number 1, Li, carries 0.922; number 2, F, carries -0.995; number 3, O, carries -0.662; number 4, H, carries 0.385


Molecular formula: H22O11
Method: DFT, the ωB97M-V functional and the def2-TZVPD basis

Element x y z (Å)
1 O 1.314 0.050 -2.910
2 H 2.091 -0.083 -3.531
3 H 1.445 0.082 -1.907
4 O -1.334 -0.529 -2.940
5 H -0.701 -0.171 -2.290
6 H -1.937 0.306 -3.148
7 O -0.528 1.700 -0.691
8 H -1.499 1.814 -0.874
9 H 0.086 1.822 -1.530
10 O 1.768 -2.439 0.299
11 H 0.953 -1.989 0.424
12 H 1.437 -3.220 -0.184
13 O -1.055 -1.494 2.963
14 H -1.219 -1.279 2.024
15 H -1.935 -1.492 3.283
16 O -0.194 -1.074 0.421
17 H -0.430 0.006 0.174
18 H -0.743 -1.648 -0.082
19 O -1.665 -3.139 -0.413
20 H -2.587 -3.184 -0.340
21 H -1.525 -4.043 -0.129
22 O 0.610 3.546 0.171
23 H 0.435 2.715 0.274
24 H 0.831 3.832 -0.712
25 O 2.388 0.134 -0.411
26 H 2.463 -0.861 -0.394
27 H 2.178 0.524 0.465
28 O -2.300 1.824 2.216
29 H -2.093 2.405 1.381
30 H -1.500 1.369 2.451
31 O 1.960 1.244 1.851
32 H 2.159 2.193 1.855
33 H 1.128 1.081 2.235

As for the HOMO energy: -10.5 eV. Its total charge is 0. The calculation puts the strongest force on any atom at 9.7 eV Å⁻¹. The value obtained for the molar mass is 198.2 g/mol. The SMILES is O.O.O.O.O.O.O.O.O.O.O. For the energy above the lowest of the compared OMol25 structures with the same formula, charge and spin, the calculation gives 410.26 kJ/mol.

These are the Mulliken partial charges, in e, on atoms 1 to 4: number 1, O, carries -0.658; number 2, H, carries 0.249; number 3, H, carries 0.476; number 4, O, carries -0.625


Molecular formula: C9H22AlN3O4
Method: DFT, the ωB97M-V functional and the def2-TZVPD basis

Element x y z (Å)
1 Al -2.065 4.761 -0.922
2 O -0.858 0.906 0.074
3 H -0.411 0.337 -0.582
4 C -2.980 -1.884 -2.906
5 O -4.159 -1.632 -3.148
6 N -2.072 -2.467 -3.781
7 C -0.691 -2.930 -3.472
8 C -2.456 -2.744 -5.124
9 H -2.497 -1.687 -1.936
10 H -0.575 -2.490 -2.482
11 H 0.014 -2.510 -4.190
12 H -0.541 -4.002 -3.351
13 H -3.482 -2.452 -5.347
14 H -1.770 -2.332 -5.865
15 H -2.374 -3.827 -5.223
16 C 5.933 -1.773 -1.221
17 O 6.211 -2.775 -1.904
18 N 5.774 -0.528 -1.740
19 C 5.061 0.466 -0.894
20 C 5.930 -0.197 -3.153
21 H 5.797 -1.726 -0.129
22 H 5.694 1.255 -0.488
23 H 4.699 0.056 0.049
24 H 4.134 0.849 -1.321
25 H 6.761 0.482 -3.346
26 H 6.169 -1.068 -3.764
27 H 5.015 0.312 -3.453
28 C -3.796 2.100 4.405
29 O -4.176 2.792 3.435
30 N -3.395 2.507 5.659
31 C -2.863 1.444 6.671
32 C -3.520 3.869 6.012
33 H -3.376 1.087 4.302
34 H -3.224 0.472 6.335
35 H -3.450 1.549 7.583
36 H -1.787 1.318 6.792
37 H -4.234 4.374 5.361
38 H -3.888 3.722 7.027
39 H -2.551 4.367 6.036

As for the HOMO energy: -13.6 eV. Its total charge is +2. The calculation puts the strongest force on any atom at 2.8 eV Å⁻¹. The value obtained for the molar mass is 263.3 g/mol. For the energy above the lowest of the compared OMol25 structures with the same formula, charge and spin, the calculation gives 273.45 kJ/mol.

These are the Mulliken partial charges, in e, on atoms 1 to 4: number 1, Al, carries 0.992; number 2, O, carries -0.454; number 3, H, carries 0.305; number 4, C, carries 0.247


Number 1: energy -6973.82557 Eh. Number 2: energy -489.62156 Eh. Number 3: energy -840.72387 Eh. Number 4: energy -1062.83240 Eh.